(1)
DFT (ωB97M-V/def2-TZVPD) results for 4 unconnected molecules or ions with the total composition C19H33IN3O9 at a distorted geometry.

Properties
HOMO level in eV: -11.95
Orbital gap in eV: 7.63
Net charge: +1
E in eV: -51229.921
E_LUMO in eV: -4.3129

Structure (XYZ):
```
65
Properties=species:S:1:pos:R:3:nbo_charge:R:1
C -4.59 -0.68 -1.68 0.774
C 5.10 -0.23 0.59 -0.628
N -3.66 -1.30 -0.82 -0.480
C 1.64 -0.52 1.18 0.982
O 2.05 0.69 9.24 -0.559
C 2.88 4.05 -6.19 -0.628
O 0.72 -0.75 1.91 -0.612
H 3.67 -1.46 -0.44 0.182
C -0.12 0.66 6.65 -0.094
O 3.50 3.80 -3.85 -0.480
I -6.18 -4.59 -0.44 0.059
H 0.74 -1.28 6.22 0.182
H 2.27 -0.53 4.43 0.229
H -6.08 -2.79 1.73 0.236
O 2.91 -0.92 1.40 -0.484
H -0.41 -0.28 -0.87 0.271
H 3.11 1.51 0.12 0.209
C 1.42 0.10 4.72 -0.634
H 5.11 0.58 1.32 0.226
C 1.47 0.49 8.22 0.965
H -4.51 -2.25 2.22 0.239
H 1.85 4.30 -5.90 0.217
H -2.78 -3.21 -0.85 0.232
C 2.82 1.88 -4.88 -0.093
H 5.60 -1.08 1.05 0.232
H -2.62 0.36 -1.38 0.193
H -2.33 -2.08 -3.09 0.237
C -2.41 -0.72 -1.39 -0.010
O 3.19 1.61 -3.52 -0.513
H 2.86 3.56 -7.16 0.227
H -1.23 -1.26 0.35 0.269
H -3.89 -4.10 0.86 0.233
H 5.66 0.08 -0.29 0.228
C 3.39 2.82 -2.93 0.975
H -4.46 -0.16 -3.58 0.418
H -6.49 -0.42 -0.89 0.453
O 1.53 0.19 0.03 -0.520
H 4.59 3.01 -5.41 0.194
C 3.68 -0.59 0.23 0.064
O 0.12 0.64 8.06 -0.494
H -0.05 1.69 6.30 0.181
N -4.15 -0.87 -2.92 -0.483
C -3.78 -2.77 -0.85 -0.285
C 1.00 -0.22 6.13 0.064
H 0.61 -0.07 4.01 0.239
O 2.04 0.07 7.07 -0.494
C 3.54 3.18 -5.15 0.061
H -5.76 0.97 -1.58 0.438
H 1.73 1.98 -4.93 0.178
O 3.45 2.99 -1.75 -0.583
C -5.15 -2.36 1.35 -0.644
C -1.12 -1.11 -0.72 -0.661
H -4.25 -3.14 -1.76 0.210
H -5.43 -1.42 0.89 0.200
H 3.14 1.08 -5.54 0.212
H -0.66 -2.00 -1.16 0.219
H 2.98 0.64 -1.42 0.222
H -1.11 0.27 6.42 0.199
H -2.27 -0.27 -3.51 0.224
C -4.54 -3.38 0.37 -0.270
H 1.76 1.14 4.64 0.212
C -2.66 -1.07 -2.88 -0.248
C 2.88 0.55 -0.34 -0.100
H 3.41 5.00 -6.29 0.239
N -5.69 -0.02 -1.35 -0.833
```

---

(2)
DFT (ωB97M-V/def2-TZVPD) results for a molecular structure, C19H33N3O22S5 at a distorted geometry.

Properties
HOMO level in eV: -8.23
Orbital gap in eV: 8.40
Net charge: 0
E in eV: -123921.631
E_LUMO in eV: 0.1658

Structure (XYZ):
```
82
Properties=species:S:1:pos:R:3:mulliken_charge:R:1
H 1.65 4.80 1.85 -0.201
H 0.57 4.64 4.07 0.363
H -1.23 0.93 1.66 0.634
C -0.29 0.52 1.33 -0.984
O 0.81 -5.86 1.79 -0.347
C -1.25 4.05 5.13 -0.423
H -1.68 -6.31 1.78 0.373
C -2.02 -0.09 -2.59 -0.036
C -0.51 4.79 4.03 -0.328
H -1.94 -5.69 0.08 0.237
O 2.87 2.36 -2.32 -0.591
O 3.60 6.94 0.99 -0.571
O -2.73 2.39 2.73 -0.478
O -4.49 -4.54 1.27 -0.319
O -2.57 3.96 4.64 -0.332
S 2.23 3.61 -2.40 1.301
H 0.31 -4.60 0.21 0.091
O -0.51 -7.17 0.33 -0.377
O -3.42 4.72 2.46 -0.568
C 2.59 -3.59 -1.19 0.118
O -2.59 -3.10 0.75 -0.310
N 3.84 -2.69 0.40 -0.034
C 0.77 1.25 0.68 -0.155
H 4.35 -2.55 1.26 0.184
H 2.68 4.22 0.47 0.130
O -4.34 -2.29 2.25 -0.606
C 0.08 -0.80 1.33 -0.747
C 2.90 -3.67 0.13 -1.179
H 2.37 6.66 -2.10 0.224
H -0.28 1.26 -2.25 -0.085
O 2.10 4.04 -3.91 -0.363
H 3.79 6.42 -3.16 0.315
O 3.24 4.80 -2.06 -0.343
O 4.09 5.32 2.33 -0.569
O 1.92 -7.30 0.10 -0.529
C 2.86 5.98 -2.80 -0.292
H 3.32 -2.21 -2.80 0.498
H 2.67 0.41 -0.17 0.346
O 0.08 -0.20 -3.78 -0.200
C 3.37 -2.53 -1.77 -0.779
H -6.53 -3.36 -1.04 0.299
H 1.76 5.66 0.19 0.194
O 0.89 -8.27 2.08 -0.567
C -1.23 -6.03 0.82 -0.282
C 1.96 5.47 -3.94 -0.284
H -0.72 5.86 4.00 0.278
C 2.21 5.06 0.97 0.075
H -6.52 -4.33 1.25 0.311
C -5.74 -4.69 0.58 -0.401
N 1.30 -0.91 0.72 0.333
C -0.52 0.24 -2.54 0.434
S -2.56 3.76 3.05 0.986
S -3.95 -3.04 1.13 1.027
N 3.41 5.84 1.45 0.962
H 2.53 -4.27 0.94 0.813
H -2.23 -0.84 -1.84 0.114
H 0.91 5.74 -3.82 0.257
S -1.06 -0.33 -4.87 1.066
H -0.52 -4.26 1.77 0.115
H -5.06 -4.20 -1.45 0.279
H 0.68 2.31 0.50 0.602
C -0.14 -5.02 1.10 0.136
C 4.14 -2.03 -0.77 -0.772
H -2.72 0.72 -2.72 0.303
H -0.51 -1.66 1.60 0.315
H -0.75 3.09 5.25 0.294
O -4.84 -2.64 -0.11 -0.321
H 1.85 -4.18 -1.71 0.584
O -0.78 -1.37 -5.78 -0.573
O -1.38 0.97 -5.34 -0.590
H 4.94 -1.31 -0.78 0.475
C 1.73 0.35 0.35 -0.654
S 0.90 -7.27 1.08 1.090
O -2.17 -0.84 -3.86 -0.324
H 0.05 -0.36 -1.82 -0.109
H -5.86 -5.72 0.27 0.333
C -5.61 -3.75 -0.61 -0.290
H 1.92 -1.70 0.77 0.471
H 2.30 5.79 -4.92 0.300
O 1.05 3.89 -1.65 -0.519
O -1.04 4.17 2.84 -0.174
H -1.27 4.57 6.09 0.348
```

---

(3)
DFT (ωB97M-V/def2-TZVPD) results for a molecular structure, C19H33N3OS at a distorted geometry.

Properties
HOMO level in eV: -7.85
Orbital gap in eV: 8.38
Net charge: 0
E in eV: -37572.996
E_LUMO in eV: 0.5377

Structure (XYZ):
```
57
Properties=species:S:1:pos:R:3:nbo_charge:R:1
C 0.31 3.10 1.34 -0.368
H 2.45 -4.78 -4.77 0.215
H -1.42 3.60 2.52 0.169
H -2.03 -0.12 4.93 0.193
H -0.39 5.47 2.22 0.489
C 3.68 -2.73 -2.58 -0.384
H -4.06 0.83 3.96 0.199
C 2.66 -1.40 -3.07 0.161
C -2.29 -0.68 2.25 -0.375
H -0.71 0.00 -1.48 0.219
C 1.58 0.50 -3.02 -0.068
H 4.41 -4.36 -3.33 0.237
C -0.24 3.48 2.73 -0.074
H -3.46 -2.10 3.25 0.189
H 1.54 3.27 1.54 0.167
N -0.90 0.81 1.12 -0.505
N 2.53 -0.33 -2.35 -0.420
H 4.41 -3.19 -4.56 0.206
N 0.57 1.95 -1.18 -0.417
H -0.05 3.45 0.59 0.172
C 0.47 1.49 1.27 -0.005
S 0.74 -0.44 -4.17 0.552
H -5.06 -0.65 4.61 0.228
C -4.27 -0.24 3.77 -0.616
H 2.18 -2.60 -5.80 0.212
O -0.39 4.82 2.85 -0.780
H -0.16 2.91 3.60 0.209
H 3.33 -2.95 -1.52 0.234
H -1.48 -1.64 2.12 0.232
C -1.72 1.37 -0.18 -0.177
H 1.21 0.14 -0.06 0.211
H 1.02 1.09 2.07 0.204
C 1.80 -1.64 -4.09 -0.343
H 4.78 -2.24 -2.29 0.212
H -0.95 0.69 3.30 0.145
H 0.65 -2.99 -4.99 0.155
H -4.98 -0.14 2.89 0.206
H -2.10 2.44 0.07 0.172
H 2.07 2.33 -2.21 0.220
C 2.60 -4.13 -4.03 -0.340
C -2.12 -1.07 4.71 -0.606
H -2.47 0.84 -0.09 0.167
H -1.38 -1.74 4.50 0.204
C -0.63 1.09 -1.34 -0.277
C 3.76 -3.66 -3.66 -0.502
C -3.16 -0.93 3.38 -0.256
H -1.36 1.49 -2.23 0.199
C 1.30 1.29 -0.04 -0.248
C 1.20 1.73 -2.41 -0.290
H 2.23 1.79 0.08 0.215
H -2.55 -1.50 5.57 0.198
C -1.74 0.87 2.16 -0.170
H 0.79 2.23 -3.24 0.210
H -2.46 1.50 2.46 0.181
H 1.76 -4.48 -3.45 0.222
C 1.52 -2.88 -4.97 -0.358
H -3.00 -0.96 1.24 0.173
```

---

(4)
DFT (ωB97M-V/def2-TZVPD) results for a molecular structure, C19H33N3OS at a distorted geometry.

Properties
HOMO level in eV: -7.22
Orbital gap in eV: 7.70
Net charge: 0
E in eV: -37572.192
E_LUMO in eV: 0.4773

Structure (XYZ):
```
57
Properties=species:S:1:pos:R:3:nbo_charge:R:1
H 3.07 -1.41 4.26 0.186
H -0.04 0.23 -0.79 0.422
H 1.46 -0.53 5.78 0.205
S -3.47 0.24 -0.36 -0.470
N 0.18 0.25 -3.16 -0.483
H -0.84 -2.04 3.59 0.214
C -1.27 0.93 -3.13 -0.266
C 1.48 1.20 -3.70 -0.126
H 2.10 2.31 -5.31 0.218
C 0.95 -0.89 5.05 -0.424
C 0.73 0.63 2.02 -0.438
H -1.11 1.63 -4.03 0.207
H 0.60 -1.36 -6.08 0.190
C 2.48 0.87 3.67 -0.338
C 1.57 -1.65 2.67 -0.467
H -0.82 -0.17 5.29 0.226
N -1.40 -1.11 0.63 -0.686
C -0.06 -0.23 4.64 -0.282
H -0.62 2.58 -1.66 0.239
C 0.79 -1.70 -0.22 -0.674
C -0.53 -0.95 3.36 -0.345
H 1.30 -0.92 -0.49 0.211
C -1.25 1.59 -1.88 -0.270
H -0.09 1.13 1.64 0.216
H 3.00 1.16 4.44 0.179
H 1.25 -1.37 -3.87 0.185
H -2.39 -1.64 1.02 0.442
H -0.35 -1.46 -3.77 0.181
C 2.18 -1.02 3.92 -0.126
C 1.17 1.31 3.20 -0.241
H -2.50 1.86 -1.76 0.299
C 0.05 1.32 4.42 -0.381
H 1.46 -2.62 -0.13 0.238
H 2.38 -1.55 1.90 0.203
H 0.27 -2.04 -1.15 0.246
H 1.41 -2.56 3.06 0.204
H -0.80 1.96 4.14 0.229
C -1.74 0.05 -0.09 0.394
C -0.01 -1.79 0.95 -0.005
H 1.37 0.61 1.23 0.201
C 0.34 -0.84 2.20 -0.018
C 0.48 -0.45 -5.48 -0.111
H -0.53 -0.25 -5.84 0.163
C 1.24 1.59 -5.18 -0.165
H 1.49 2.35 2.78 0.209
H 0.29 2.11 -5.48 0.212
C 0.57 -0.80 -4.09 -0.251
H -0.37 -2.79 1.38 0.236
O 1.49 0.21 -5.88 -0.499
H 3.40 0.72 2.72 0.167
H 2.09 0.66 -3.36 0.134
H 0.62 1.90 5.11 0.211
H 1.02 -1.87 5.25 0.214
H -1.82 0.09 -3.37 0.234
H -1.67 -0.21 3.02 0.192
N -0.98 0.56 -0.76 -0.582
H 1.09 2.42 -3.05 0.144
```

---

(5)
DFT (ωB97M-V/def2-TZVPD) results for a molecular structure, C19H34F3NO6P2S3SbTm at a distorted geometry.

Properties
⟨S²⟩: 3.759
HOMO level (spin up / spin down) in eV: -10.39 / -10.68
2S+1: 4
Orbital gap (spin up / spin down) in eV: 7.37 / 6.83
Net charge: +1
E in eV: -129337.492
E_LUMO (spin up / spin down) in eV: -3.0246 / -3.8472

Structure (XYZ):
```
70
Properties=species:S:1:pos:R:3:nbo_charge:R:1
F -23.71 9.42 -4.14 -0.308
N -19.44 7.66 -2.57 -0.531
H -18.71 1.07 -2.69 0.219
S -16.43 7.30 -4.64 -0.594
C -14.84 6.42 2.20 0.095
C -19.68 8.37 3.42 -0.627
Tm -17.07 7.42 -2.12 1.561
C -18.19 4.80 0.96 -1.250
H -19.24 5.23 0.93 0.283
C -20.82 3.77 -2.33 -0.626
H -18.12 4.03 1.75 0.309
O -17.36 5.16 -1.59 -1.162
C -19.56 1.70 -2.89 -0.638
C -18.48 8.27 2.50 0.100
H -17.01 8.97 3.85 0.220
H -13.51 5.11 3.47 0.220
C -20.29 7.78 -1.56 0.051
Sb -14.82 8.91 -3.81 1.030
S -14.54 6.81 -2.68 -0.578
F -23.95 9.23 -2.05 -0.309
P -17.57 4.08 -0.61 2.510
H -17.82 10.23 2.90 0.231
H -19.80 7.64 -0.64 0.206
H -15.15 1.11 0.17 0.223
P -17.29 6.24 1.37 2.502
C -15.15 3.00 -0.95 0.118
O -16.32 3.39 -0.16 -0.840
C -14.24 5.91 3.54 -0.638
H -14.94 5.67 4.33 0.230
C -23.54 8.57 -3.13 0.971
H -21.36 3.64 -3.29 0.230
H -16.29 1.55 -2.17 0.227
H -16.22 3.16 -2.83 0.222
O -17.87 6.95 2.62 -0.823
C -15.62 2.40 -2.27 -0.659
H -14.73 2.27 -2.90 0.249
H -18.67 3.70 -3.04 0.203
H -21.36 3.36 -1.56 0.222
C -13.75 6.25 1.16 -0.627
C -14.50 1.96 -0.03 -0.622
C -17.44 9.25 2.90 -0.627
H -16.66 9.24 2.11 0.215
C -22.09 8.16 -2.99 -0.077
C -21.60 8.05 -1.74 -0.214
H -12.95 6.96 1.40 0.234
O -17.31 7.23 0.18 -1.167
H -20.16 9.32 3.19 0.229
H -13.29 5.32 1.38 0.214
H -14.20 2.43 0.85 0.218
C -19.92 7.75 -3.86 0.059
O -18.81 3.12 -1.03 -0.826
H -18.69 8.45 1.46 0.196
C -19.40 3.15 -2.39 0.110
H -19.88 1.58 -3.95 0.234
H -19.37 8.29 4.49 0.230
H -13.68 1.44 -0.49 0.230
F -24.27 7.50 -3.30 -0.295
H -15.15 7.46 2.29 0.195
H -20.39 7.59 3.15 0.213
H -14.55 3.90 -1.04 0.213
H -20.38 1.24 -2.38 0.217
H -14.22 6.37 0.18 0.227
H -21.73 8.19 -5.02 0.247
C -21.25 8.01 -4.03 -0.168
H -20.78 4.82 -2.17 0.200
H -13.59 6.76 3.94 0.229
S -16.32 9.99 -2.33 -0.812
H -22.13 8.12 -0.78 0.252
H -19.21 7.69 -4.66 0.245
O -15.98 5.62 1.79 -0.824
```

---

(6)
DFT (ωB97M-V/def2-TZVPD) results for a molecular structure, C19H34NOPr at a distorted geometry.

Properties
⟨S²⟩: 2.005
HOMO level (spin up / spin down) in eV: -14.97 / -14.94
2S+1: 3
Orbital gap (spin up / spin down) in eV: 8.29 / 8.48
Net charge: +2
E in eV: -37848.010
E_LUMO (spin up / spin down) in eV: -6.6813 / -6.4655

Structure (XYZ):
```
56
Properties=species:S:1:pos:R:3:mulliken_spin:R:1
C -0.83 -2.08 -1.96 0.000
H 0.43 0.30 -5.31 0.000
H -0.63 4.67 -2.25 0.000
H -2.87 -0.22 3.02 0.000
H 1.64 -3.59 -1.21 0.000
C 0.69 -0.10 5.24 0.000
H -3.13 -1.63 -3.83 -0.001
C -0.75 0.34 5.49 0.000
H -0.36 2.79 -0.49 -0.002
N -1.93 -0.36 3.38 0.000
H -2.72 -2.48 -0.96 0.000
H -3.24 -0.63 -2.39 -0.001
H 2.26 1.98 -0.41 0.000
H -0.93 0.34 6.57 0.000
H -2.75 -0.42 5.29 0.000
H 2.37 -2.14 -0.54 -0.001
C 1.00 -0.73 -2.45 -0.009
H 0.91 4.16 -2.96 0.000
C -0.07 -0.34 -3.30 0.008
C 0.38 2.89 -1.32 0.001
C -1.01 -0.68 2.47 -0.002
C 0.36 -1.10 2.90 0.000
C 1.41 -2.62 -0.73 -0.001
H 3.05 -0.70 -1.81 0.000
H -1.50 -1.62 5.02 0.000
H 0.11 2.13 -2.07 0.002
H 2.13 3.73 -0.38 0.000
H 2.45 2.91 -1.91 0.000
H 0.95 0.94 3.36 0.000
H 1.36 0.57 5.80 0.000
H 0.92 -1.30 1.97 0.000
C -1.77 -0.57 4.83 0.000
C 2.44 -0.42 -2.67 0.001
H 2.84 -0.99 -3.53 -0.001
O -1.33 -0.59 1.23 -0.009
H 0.89 5.00 -1.42 0.000
C -1.73 -2.92 -1.13 0.001
H 0.95 -2.84 0.24 0.000
C 0.03 0.71 -4.36 -0.004
H 2.15 -0.30 3.70 0.000
H -0.94 1.17 -4.60 0.000
Pr -0.91 0.11 -0.89 2.050
C 0.35 4.26 -2.02 0.000
C 1.88 2.84 -0.98 0.000
C -1.22 -1.15 -2.99 -0.020
H -1.90 -3.88 -1.63 -0.001
H -2.70 0.06 -3.98 -0.001
C 0.54 -1.79 -1.61 -0.015
H 0.85 -1.11 5.65 0.000
H 0.73 1.51 -4.07 0.001
H -0.89 1.38 5.15 0.000
H 0.23 -2.04 3.44 0.000
H -1.27 -3.18 -0.17 0.001
C -2.63 -0.80 -3.30 0.003
C 1.09 -0.07 3.77 0.000
H 2.63 0.64 -2.87 0.000
```

---

(7)
DFT (ωB97M-V/def2-TZVPD) results for a single C19H34O3 molecule.

Properties
HOMO level in eV: -8.84
Orbital gap in eV: 9.22
Net charge: 0
SMILES string: COC(C)(C)CCC[C@H](C)C/C=C/C(C)=C/C(=O)OC(C)C
E in eV: -26396.956
E_LUMO in eV: 0.3860

Structure (XYZ):
```
56
Properties=species:S:1:pos:R:3:nbo_charge:R:1
H 1.01 1.37 1.19 0.197
H -0.22 3.32 -1.96 0.209
H 4.92 3.31 -0.49 0.221
C -0.07 3.22 0.73 -0.432
C -5.93 0.12 -0.60 -0.619
H 3.62 -4.17 -0.17 0.208
H -3.74 1.74 -0.29 0.200
H -4.66 -3.50 0.79 0.163
H 0.20 4.21 0.35 0.206
O 4.17 -1.61 0.14 -0.515
H -5.29 -2.39 -1.63 0.220
C -3.71 -0.24 0.58 -0.417
H 2.49 3.75 -0.01 0.201
O 5.81 -0.09 0.40 -0.622
H -6.20 0.79 0.22 0.213
C -4.45 -1.79 -1.28 -0.649
C 4.84 2.70 0.41 -0.668
C -3.05 0.89 -0.22 -0.402
C -1.19 2.64 -0.15 -0.199
H -4.18 -2.41 2.12 0.163
H -1.99 3.38 -0.19 0.199
O -5.66 -1.68 0.85 -0.551
C 5.13 -2.66 0.10 0.088
H 0.09 1.63 -1.58 0.208
H -2.83 0.54 -1.22 0.198
H -4.05 0.16 1.54 0.210
H -2.95 -0.99 0.79 0.198
C -4.91 -0.91 -0.10 0.274
H 6.43 -3.59 -1.35 0.212
H -0.45 3.35 1.75 0.214
H -1.98 1.54 1.52 0.198
H -1.03 0.55 0.40 0.194
H 4.91 -2.96 -2.03 0.206
C -1.76 1.36 0.46 -0.383
H -3.64 -2.45 -0.99 0.207
H 5.70 2.04 0.47 0.263
H -4.11 -1.17 -2.10 0.214
H 2.55 0.09 0.23 0.215
H 5.13 -4.77 0.55 0.213
H 4.00 -3.82 1.52 0.216
C 4.63 -0.35 0.29 0.771
C 4.42 -3.94 0.53 -0.617
C 1.15 2.36 0.77 -0.119
C 3.56 1.92 0.36 0.099
H 6.22 -1.85 -1.58 0.228
H -5.77 -3.19 2.14 0.195
C 3.50 0.58 0.30 -0.348
C 5.71 -2.78 -1.31 -0.631
C -5.01 -2.74 1.50 -0.248
C -0.67 2.41 -1.57 -0.614
H 4.83 3.37 1.27 0.221
H -6.82 -0.40 -0.93 0.221
H -5.53 0.70 -1.42 0.205
C 2.35 2.74 0.35 -0.245
H -1.47 2.11 -2.24 0.210
H 5.94 -2.41 0.80 0.198
```